1.
66
Properties=species:S:1:pos:R:3:mulliken_spin:R:1 method="wB97M-V/def2-TZVPD" homo_energy_ha="-0.2929 / -0.2910" spin_multiplicity=2 orbital_gap_ha="0.27630 / 0.27457"
Mn 0.96558 -0.28759 -0.07540 1.00
O 4.88558 -0.48725 0.66135 0.00
C 3.66992 -0.52858 0.68483 -0.01
O 2.87196 -0.70750 -0.30731 -0.01
C 2.95494 -0.32510 2.01540 0.01
C 3.70377 -0.24297 3.20737 0.00
C 3.04090 -0.09054 4.38453 0.00
C 1.62643 -0.04393 4.38638 0.00
C 0.86897 0.07572 5.57607 0.00
C -0.49487 0.08519 5.53264 0.00
C -1.16386 -0.03119 4.29373 0.00
C -0.45641 -0.14152 3.13226 -0.03
C 0.95446 -0.13688 3.15079 0.01
N 1.64329 -0.25168 1.97260 -0.01
H 4.77934 -0.30164 3.12978 0.00
H 3.57511 -0.01765 5.32447 0.00
H 1.39392 0.15244 6.52062 0.00
H -1.06847 0.17322 6.44576 0.00
H -2.24620 -0.03666 4.26673 0.00
H -0.95554 -0.24663 2.17959 0.03
C -2.85136 -1.93311 0.71010 0.00
Si -1.34973 -2.05301 -0.41095 0.00
C -1.71632 -3.49217 -1.56959 0.00
C 0.12026 -2.75738 0.58320 0.00
C -0.83312 -0.45473 -1.16817 -0.04
Si -0.27928 -0.63026 -2.95279 0.01
C 1.11642 -1.88613 -3.13962 0.02
C 0.38264 0.95252 -3.73736 0.00
C -1.67758 -1.12706 -4.11512 0.00
Si -1.57437 1.19077 -0.87152 0.01
C -2.79922 1.82720 -2.14610 0.00
C -2.38536 1.62286 0.77426 0.00
C -0.03991 2.32934 -0.88999 0.00
C 0.01967 3.66756 -1.26225 0.00
C 1.23320 4.33040 -1.29358 0.01
C 2.38325 3.64484 -0.93517 0.00
C 2.27191 2.32477 -0.54598 0.02
N 1.09453 1.68472 -0.52154 -0.01
H -3.07115 -2.89715 1.17594 0.00
H -3.71926 -1.64681 0.10839 0.00
H -2.74458 -1.19817 1.50874 0.00
H -2.04222 -4.32478 -0.93786 0.00
H -0.82432 -3.82263 -2.10278 0.00
H -2.50427 -3.31216 -2.30142 0.00
H 0.08237 -3.84669 0.50745 0.00
H 0.13207 -2.50182 1.64266 0.00
H 1.11988 -2.51862 0.17772 0.00
H 1.78215 -1.91845 -2.27367 -0.01
H 1.73770 -1.63200 -4.00265 0.00
H 0.73606 -2.89646 -3.30274 0.00
H 1.35174 1.25760 -3.33385 0.00
H -0.29964 1.80076 -3.65947 0.00
H 0.51910 0.74453 -4.80289 0.00
H -2.31082 -1.93060 -3.74011 0.00
H -1.25810 -1.44951 -5.07278 0.00
H -2.32252 -0.26923 -4.31629 0.00
H -3.75104 1.30319 -2.01367 0.00
H -2.47546 1.66569 -3.17343 0.00
H -2.99808 2.89486 -2.01442 0.00
H -3.10278 0.88076 1.12686 0.00
H -2.93643 2.55535 0.62193 0.00
H -1.65743 1.80385 1.56538 0.00
H -0.89097 4.17691 -1.55205 0.00
H 1.28725 5.36635 -1.60425 0.00
H 3.35540 4.11660 -0.95870 0.00
H 3.14094 1.74824 -0.26201 0.00


2.
135
Properties=species:S:1:pos:R:3:mulliken_charge:R:1 method="wB97M-V/def2-TZVPD" homo_energy_ha=-0.3673 spin_multiplicity=1 smiles="O=S1(=O)CCCC1.O=S1(=O)CCCC1.O=S1(=O)CCCC1.O=S1(=O)CCCC1.O=S1(=O)CCCC1.O=S1(=O)CCCC1.O=S1(=O)CCCC1.O=S1(=O)CCCC1.O=S1(=O)CCCC1" orbital_gap_ha=0.37148 e_above_lowest_kj_mol=62.3
O 3.63685 2.67097 -3.54449 -0.47
S 2.88410 3.78163 -4.10853 0.97
O 3.37435 5.15509 -3.93265 -0.70
C 2.49050 3.50862 -5.86885 -0.88
C 1.00660 3.11130 -5.94365 -0.56
C 0.31562 3.88528 -4.94042 -0.33
C 1.16570 3.75540 -3.65630 -0.06
H 3.16905 2.84224 -6.38643 0.46
H 2.67143 4.48698 -6.34748 0.37
H 0.66455 3.32712 -6.93939 0.41
H 1.03553 1.99976 -5.81859 0.20
H -0.68452 3.52818 -4.66748 0.12
H 0.27733 4.96719 -5.22839 0.32
H 1.01566 2.80104 -3.16242 -0.38
H 1.01223 4.53103 -2.92178 0.51
O 4.42647 3.78400 3.07031 -0.72
S 3.89849 2.45559 3.28854 1.01
O 2.51353 2.07119 3.12036 -0.48
C 4.94962 1.24384 2.46456 0.58
C 5.76845 0.47240 3.47058 -0.78
C 4.88005 0.47137 4.75593 -0.25
C 4.41441 1.88531 4.87144 -0.90
H 5.54433 1.69665 1.67263 0.48
H 4.17209 0.58303 2.07661 -0.85
H 6.02490 -0.49609 3.07563 0.28
H 6.67310 1.02105 3.72234 0.39
H 5.41542 0.18966 5.69742 0.41
H 3.92336 -0.10907 4.61860 0.02
H 5.26795 2.53371 5.13600 0.36
H 3.64301 2.01567 5.61931 0.48
O -2.70029 -0.17506 -0.29003 -0.02
S -1.45522 -0.65498 -0.80073 1.48
O -1.51876 -1.73425 -1.79402 -0.96
C -0.52813 0.74979 -1.38606 -0.98
C 0.81763 0.79300 -0.63345 -0.10
C 0.53549 0.22873 0.67428 0.34
C -0.24572 -1.04916 0.37787 -0.87
H -1.15163 1.59935 -1.09167 -0.65
H -0.56848 0.75727 -2.45475 1.18
H 1.55470 0.16217 -1.16862 -0.64
H 1.17759 1.81357 -0.45573 0.81
H 0.01229 0.87838 1.35397 0.22
H 1.46278 -0.12080 1.11742 -0.61
H -0.79970 -1.37910 1.24899 0.41
H 0.30188 -1.88887 -0.08319 0.29
O 3.65232 -0.83854 0.24455 -0.11
S 4.92866 -1.15074 -0.40299 1.07
O 6.07847 -1.54442 0.37091 -0.84
C 4.54520 -2.33589 -1.63121 -0.88
C 4.31113 -1.55600 -2.96350 -0.46
C 5.37615 -0.43713 -2.94967 -0.58
C 5.50794 0.12166 -1.54870 -0.97
H 3.78395 -3.04022 -1.25179 0.33
H 5.51023 -2.82749 -1.68161 0.45
H 4.44645 -2.18534 -3.85705 0.42
H 3.23708 -1.30302 -2.93827 0.14
H 5.18649 0.37749 -3.66458 0.29
H 6.36608 -0.79924 -3.23198 0.30
H 4.86790 0.98500 -1.42877 0.40
H 6.51940 0.39643 -1.21785 0.44
O 2.98174 -6.30526 2.04513 -0.69
S 3.27213 -5.00234 1.55532 1.09
O 3.52094 -4.83205 0.13303 -0.65
C 1.98187 -3.84177 2.12227 -0.09
C 2.70822 -2.85583 3.07761 0.14
C 3.90676 -3.58718 3.74290 -0.54
C 4.56618 -4.38315 2.62820 -0.74
H 1.32940 -4.51876 2.68528 0.25
H 1.44127 -3.40351 1.28852 -0.15
H 2.98989 -1.97131 2.48048 -0.43
H 1.97228 -2.48791 3.75656 0.60
H 3.65156 -4.38793 4.48191 0.40
H 4.68916 -2.84780 3.97719 0.11
H 5.15816 -5.26206 2.85428 0.54
H 5.32598 -3.81373 2.07199 0.24
O -2.79573 -1.54941 3.63094 -0.67
S -3.89296 -0.54416 3.54818 1.42
O -5.24537 -0.80432 3.22314 -0.76
C -3.81756 0.38266 5.13729 -0.93
C -3.52353 1.84617 4.78612 -0.74
C -2.61692 1.81883 3.54848 -0.20
C -3.31801 0.78473 2.61661 0.98
H -3.01499 -0.07448 5.74129 0.30
H -4.81283 0.16177 5.50926 0.48
H -4.48853 2.31359 4.56232 0.27
H -3.11135 2.38161 5.64181 0.42
H -1.60692 1.47809 3.80487 0.27
H -2.60417 2.79224 3.04799 0.08
H -2.56890 0.37823 1.94916 -1.40
H -4.25435 1.18439 2.18865 0.41
O -3.27327 1.09551 -3.26256 -0.43
S -4.56259 0.51126 -3.52712 1.07
O -5.73736 1.37690 -3.69320 -0.77
C -4.44503 -0.51383 -4.95009 -0.96
C -4.36258 -1.93593 -4.40746 -0.46
C -5.30813 -1.99285 -3.25701 -0.72
C -4.85975 -0.73104 -2.38367 0.66
H -3.58513 -0.19494 -5.55725 0.37
H -5.35052 -0.40619 -5.54138 0.36
H -4.64675 -2.68981 -5.16393 0.43
H -3.35910 -2.19247 -4.09444 0.17
H -5.05435 -2.87430 -2.69111 0.25
H -6.33445 -2.01967 -3.62914 0.40
H -3.87041 -0.89717 -1.93239 -0.83
H -5.59907 -0.35259 -1.69717 0.50
O -1.92152 -6.34959 0.78654 -0.76
S -1.91621 -4.91714 0.93266 0.92
O -0.68030 -4.17630 0.76860 -0.36
C -3.11997 -4.19006 -0.05690 -0.62
C -4.12913 -3.44295 0.81009 0.30
C -4.17811 -4.26337 2.12544 -0.86
C -2.70909 -4.51305 2.46189 -0.40
H -3.72357 -4.99980 -0.44636 0.40
H -2.70726 -3.56766 -0.84219 0.20
H -3.91308 -2.36258 0.94706 -0.47
H -5.11441 -3.46642 0.32535 0.44
H -4.79400 -5.16264 1.91780 0.33
H -4.56668 -3.75626 2.98559 0.33
H -2.61345 -5.28327 3.22145 0.54
H -2.26292 -3.56134 2.75066 0.12
O -2.20505 4.56783 1.58280 -0.64
S -2.75796 5.28017 0.46563 1.13
O -2.95789 6.70224 0.57969 -0.75
C -1.76051 4.92566 -1.01502 -0.57
C -2.75643 4.19198 -1.93477 -0.22
C -3.77553 3.45913 -1.04182 0.35
C -4.26789 4.45208 0.01767 -0.89
H -0.99006 4.30266 -0.54753 0.09
H -1.36645 5.88043 -1.43579 0.43
H -3.25744 4.78894 -2.69921 0.51
H -2.27527 3.44416 -2.57038 -0.15
H -3.38261 2.52689 -0.56742 -0.49
H -4.52515 3.03413 -1.72035 0.36
H -4.68303 4.03665 0.94432 0.40
H -4.92596 5.17460 -0.44952 0.38


| no. | energy (eV) |
| --- | --- |
| 1 | -87471.729 |
| 2 | -172867.396 |